The following is a quantum chemistry calculation of a structure of composition Br3Hg, from the Open Molecules 2025 dataset.

Structure (XYZ):
```
4
Properties=species:S:1:pos:R:3:forces:R:3:lowdin_charge:R:1
Hg -0.525 0.497 0.246 -11.574 8.980 -0.077 -0.19
Br -1.346 -1.381 -0.229 -6.410 -10.443 -2.253 -0.24
Br 1.078 0.357 1.476 12.309 -0.051 11.877 -0.24
Br 0.792 0.527 -1.493 5.675 1.514 -9.547 -0.33
```
Forces are in eV/Å.

As for the HOMO energy: -3.70 eV. As for the total charge: -1. For the energy relative to the best compared isomer or geometry (same formula, charge and spin), the calculation gives 168.3 kcal/mol. The value obtained for the HOMO-LUMO gap is 6.9 eV.



The following is a quantum chemistry calculation of a structure of composition Br3Li2, from the Open Molecules 2025 dataset.

Structure (XYZ):
```
5
Properties=species:S:1:pos:R:3:forces:R:3:lowdin_charge:R:1
Li -0.060 -0.180 -0.495 -0.333 -0.295 -1.458 0.15
Li -0.119 1.359 2.062 0.262 -1.232 -0.511 0.67
Br 1.119 -0.937 1.283 -0.121 0.936 1.224 -0.47
Br -2.706 -0.532 -0.353 0.631 0.490 0.314 -0.65
Br 1.765 0.291 -2.497 -0.440 0.101 0.432 -0.70
```
Forces are in eV/Å.

As for the HOMO energy: -4.43 eV. As for the total charge: -1. The value obtained for the HOMO-LUMO gap is 5.2 eV.



The following is a quantum chemistry calculation of a structure of composition BrCdIN2O6, from the Open Molecules 2025 dataset.

Structure (XYZ):
```
11
Properties=species:S:1:pos:R:3:forces:R:3:lowdin_charge:R:1
Cd -0.188 -2.841 -1.766 -0.540 0.352 0.094 0.63
N 3.500 1.305 -0.461 -0.626 0.890 3.310 -0.65
O 4.157 1.941 -1.233 1.228 2.617 -1.586 0.00
O 3.008 1.857 0.620 0.705 -1.299 -2.280 -0.06
O 3.416 0.115 -0.678 -1.206 -2.309 0.504 -0.02
N -2.262 0.569 2.227 7.068 2.093 -2.975 -0.58
O -1.598 -0.350 1.545 0.828 2.470 0.519 -0.07
O -1.790 1.816 2.443 -1.646 -4.409 -0.727 -0.09
O -3.262 0.137 2.572 -6.305 -0.279 3.156 0.06
Br -1.250 1.031 -4.254 0.064 -0.361 0.101 -0.58
I -3.732 -5.582 -1.015 0.429 0.235 -0.116 -0.65
```
Forces are in eV/Å.

As for the HOMO energy: -3.07 eV. As for the total charge: -2. For the energy relative to the best compared isomer or geometry (same formula, charge and spin), the calculation gives 196.4 kcal/mol. The value obtained for the HOMO-LUMO gap is 2.2 eV.



The following is a quantum chemistry calculation of the molecule BrCl2N, from the Open Molecules 2025 dataset.

Structure (XYZ):
```
4
Properties=species:S:1:pos:R:3:forces:R:3:lowdin_charge:R:1
Cl -0.608 0.787 -1.413 0.066 -0.694 0.643 0.45
N -0.082 0.421 0.196 -0.274 -1.118 0.979 -1.18
Cl -1.107 -1.126 1.042 1.312 1.797 -1.519 0.24
Br 1.797 -0.082 0.176 -1.103 0.015 -0.103 0.49
```
Forces are in eV/Å.

As for the HOMO energy: -10.39 eV. As for the total charge: 0. For the energy relative to the best compared isomer or geometry (same formula, charge and spin), the calculation gives 0.0 kcal/mol. The value obtained for the HOMO-LUMO gap is 8.1 eV.



The following is a quantum chemistry calculation of a cluster of 2 separate species, BrClFHN3O in total, from the Open Molecules 2025 dataset.

Structure (XYZ):
```
8
Properties=species:S:1:pos:R:3:forces:R:3:lowdin_charge:R:1
N -0.039 0.229 -0.028 -0.352 -2.290 -1.794 -0.53
N -0.917 1.056 0.228 -0.416 0.886 0.134 -0.18
N -2.078 1.320 0.047 -0.832 0.101 0.300 -0.28
O 1.141 0.264 0.337 2.101 1.164 1.660 -0.22
F 3.424 -0.637 -0.194 -2.530 0.809 0.617 -0.28
Cl -0.481 -1.643 -0.259 -0.517 0.144 0.015 0.33
Br -3.477 -0.270 -0.147 0.144 0.088 -0.028 0.11
H 2.429 -0.318 0.015 2.401 -0.903 -0.905 0.05
```
Forces are in eV/Å.

As for the HOMO energy: -4.71 eV. As for the total charge: -1. For the energy relative to the best compared isomer or geometry (same formula, charge and spin), the calculation gives 86.6 kcal/mol. The value obtained for the HOMO-LUMO gap is 7.4 eV.



The following is a quantum chemistry calculation of a structure of composition BrClFP, from the Open Molecules 2025 dataset.

Structure (XYZ):
```
4
Properties=species:S:1:pos:R:3:forces:R:3:lowdin_charge:R:1
F 1.179 0.411 -1.362 0.394 -0.601 0.248 -0.48
P 1.162 -0.887 -0.404 0.667 0.829 -0.634 0.43
Cl -1.454 1.312 1.749 0.083 -0.316 -0.190 -0.23
Br -0.888 -0.836 0.018 -1.143 0.087 0.576 0.27
```
Forces are in eV/Å.

As for the HOMO energy (alpha / beta): -10.68 / -9.00 eV. As for the total charge: 0. For the energy relative to the best compared isomer or geometry (same formula, charge and spin), the calculation gives 73.2 kcal/mol. The value obtained for the HOMO-LUMO gap (alpha / beta) is 8.7 / 5.9 eV.



The following is a quantum chemistry calculation of a structure of composition BrClH2O2Si, from the Open Molecules 2025 dataset.

Structure (XYZ):
```
7
Properties=species:S:1:pos:R:3:forces:R:3:lowdin_charge:R:1
O 1.336 -1.214 0.783 -3.642 2.320 -1.391 -0.36
O -0.210 0.870 -1.276 0.093 0.080 -0.273 -0.19
Si -0.370 0.114 0.126 3.972 -2.322 1.886 -0.33
Cl -1.791 -1.265 0.195 -0.560 -0.258 -0.012 0.42
Br -0.330 1.620 1.681 -0.158 0.017 0.112 0.45
H 2.140 -0.774 0.508 0.292 0.314 -0.150 -0.05
H -0.776 0.650 -2.018 0.003 -0.152 -0.172 0.07
```
Forces are in eV/Å.

As for the HOMO energy: -10.15 eV. As for the total charge: 0. For the energy relative to the best compared isomer or geometry (same formula, charge and spin), the calculation gives 55.2 kcal/mol. The value obtained for the HOMO-LUMO gap is 10.1 eV.



The following is a quantum chemistry calculation of a structure of composition BrClINOS, from the Open Molecules 2025 dataset.

Structure (XYZ):
```
6
Properties=species:S:1:pos:R:3:forces:R:3:lowdin_charge:R:1
N 2.150 0.696 0.642 1.298 -0.034 0.722 -1.02
O -1.531 -2.118 -0.473 -0.100 -1.633 -0.113 -0.96
S 2.058 -0.763 0.152 -0.109 -0.016 -0.140 0.58
Cl 1.155 1.948 0.102 -0.480 0.125 -0.339 0.50
Br -3.046 0.760 -0.102 0.653 -0.048 -0.003 -0.08
I -0.786 -0.524 -0.320 -1.262 1.606 -0.126 0.99
```
Forces are in eV/Å.

As for the HOMO energy: -9.24 eV. As for the total charge: 0. For the energy relative to the best compared isomer or geometry (same formula, charge and spin), the calculation gives 41.2 kcal/mol. The value obtained for the HOMO-LUMO gap is 6.3 eV.



The following is a quantum chemistry calculation of a cluster of 2 separate species, BrClIO3P in total, from the Open Molecules 2025 dataset.

Structure (XYZ):
```
7
Properties=species:S:1:pos:R:3:forces:R:3:mulliken_spin:R:1
O 0.244 -0.491 0.545 -1.306 -0.872 0.786 0.01
O 2.543 -0.107 -0.304 0.453 0.367 0.110 0.00
O -1.617 1.939 -0.679 1.180 1.197 -1.344 0.58
P 1.164 0.578 0.256 1.436 0.308 -0.776 0.00
Cl 2.897 -1.757 -0.159 -0.273 0.312 -0.079 0.00
Br -2.474 1.154 0.464 -0.799 1.776 1.968 0.59
I -2.758 -1.316 -0.123 -0.690 -3.088 -0.665 0.82
```
Forces are in eV/Å.

As for the HOMO energy (alpha / beta): -7.90 / -9.37 eV. As for the total charge: 0. Its spin multiplicity is 3. For the energy relative to the best compared isomer or geometry (same formula, charge and spin), the calculation gives 26.8 kcal/mol. The value obtained for the HOMO-LUMO gap (alpha / beta) is 7.1 / 6.3 eV. Its expectation value of S² is 2.0101.



The following is a quantum chemistry calculation of the molecule BrClOS, from the Open Molecules 2025 dataset.

Structure (XYZ):
```
4
Properties=species:S:1:pos:R:3:forces:R:3:lowdin_charge:R:1
O -0.216 -1.533 0.305 0.528 -0.808 -0.356 -0.54
S -0.456 -0.136 0.351 -0.891 1.586 -0.512 0.26
Cl 1.155 0.813 1.215 0.047 -0.127 -0.350 0.18
Br -0.484 0.856 -1.872 0.315 -0.651 1.219 0.11
```
Forces are in eV/Å.

As for the HOMO energy: -10.59 eV. As for the total charge: 0. For the energy relative to the best compared isomer or geometry (same formula, charge and spin), the calculation gives 0.0 kcal/mol. The value obtained for the HOMO-LUMO gap is 8.8 eV.



The following is a quantum chemistry calculation of a structure of composition BrCu, from the Open Molecules 2025 dataset.

Structure (XYZ):
```
2
Properties=species:S:1:pos:R:3:forces:R:3:mulliken_spin:R:1
Cu -0.173 -1.291 0.475 0.107 0.795 -0.293 1.00
Br 0.173 1.291 -0.475 -0.107 -0.795 0.293 0.00
```
Forces are in eV/Å.

As for the HOMO energy (alpha / beta): -1.96 / -4.41 eV. As for the total charge: -1. Its spin multiplicity is 2. For the energy relative to the best compared isomer or geometry (same formula, charge and spin), the calculation gives 0.8 kcal/mol. The value obtained for the HOMO-LUMO gap (alpha / beta) is 6.2 / 8.2 eV. Its expectation value of S² is 0.7525.



The following is a quantum chemistry calculation of a structure of composition BrCu, from the Open Molecules 2025 dataset.

Structure (XYZ):
```
2
Properties=species:S:1:pos:R:3:forces:R:3:lowdin_charge:R:1
Cu 1.183 0.292 -0.462 -1.932 -0.474 0.755 0.30
Br -1.183 -0.292 0.462 1.932 0.474 -0.755 -0.30
```
Forces are in eV/Å.

As for the HOMO energy: -9.18 eV. As for the total charge: 0. For the energy relative to the best compared isomer or geometry (same formula, charge and spin), the calculation gives 0.3 kcal/mol. The value obtained for the HOMO-LUMO gap is 7.2 eV.



| no. | calculated total energy (eV) |
| --- | --- |
| 1 | -214299.6538 |
| 2 | -210544.1435 |
| 3 | -97961.8579 |
| 4 | -96573.7190 |
| 5 | -91813.4416 |
| 6 | -94570.0406 |
| 7 | -94573.0743 |
| 8 | -105032.7621 |
| 9 | -106091.2379 |
| 10 | -95446.9965 |
| 11 | -114683.1218 |
| 12 | -114681.5596 |